Record 1
C10H14BN7O3V as an isolated structure. Source: OMol25; level of theory: the ωB97M-V functional and the def2-TZVPD basis.

ORCA input file:
```
! RIJCOSX wB97M-V def2-TZVPD def2/J DEFGRID3
* xyz 0 4
H -0.130 2.313 1.033
N 0.079 1.248 -0.768
B 0.736 0.533 -3.124
N 0.515 1.603 -2.024
C 0.814 2.914 -2.047
V -0.799 -0.630 -0.215
H 1.181 3.334 -2.968
C 0.555 3.432 -0.788
H 0.716 4.434 -0.436
C 0.075 2.365 -0.021
H 1.021 1.010 -4.186
C -2.668 -1.364 1.316
H -3.266 -1.418 2.243
H -1.721 -1.865 1.624
H -3.167 -2.007 0.563
N -0.598 -0.272 -3.140
N 1.894 -0.389 -2.594
N -1.294 -0.643 -1.940
N 1.538 -0.964 -1.424
C -1.495 -0.190 -4.134
C 3.205 -0.620 -2.756
H -1.173 0.101 -5.125
H 3.756 -0.222 -3.601
C -2.749 -0.568 -3.662
C 3.599 -1.533 -1.765
C -2.614 -0.828 -2.292
C 2.493 -1.771 -0.949
H -3.645 -0.679 -4.242
H 4.570 -1.966 -1.702
H -3.338 -1.086 -1.521
H 2.339 -2.405 -0.077
H 0.555 -0.892 -1.205
O 0.630 -1.414 1.952
N 0.296 -0.264 1.539
O 0.434 0.767 2.237
O -2.347 -0.060 0.855
*
```

## Properties
HOMO energy (spin up / spin down) = -6.8 / -8.2 eV
Kohn-Sham gap (spin up / spin down) = 0.2452 / 0.2957 Ha
⟨S²⟩ = 3.779
ΔE to the lowest compared entry with this formula, charge and spin = 0.7 kJ/mol
total energy = -53530.0513 eV

---

Record 2
C6H9N in the gas phase. Source: OMol25; level of theory: the ωB97M-V functional and the def2-TZVPD basis.

ORCA input file:
```
! RIJCOSX wB97M-V def2-TZVPD def2/J DEFGRID3
* xyz 0 1
C 0.080 -1.242 0.678
C 0.998 -0.586 -0.429
C 0.075 0.189 -1.273
C -1.235 -0.040 -0.649
C -0.099 0.964 1.012
C 0.904 0.755 -0.109
H -0.255 -2.284 0.383
H 0.695 -1.258 1.572
H 1.915 -1.078 -0.656
H 0.252 0.558 -2.352
H -1.796 0.888 -0.768
H -1.826 -0.928 -1.019
H 0.256 0.660 2.012
H -0.609 2.029 0.996
H 1.631 1.599 -0.137
N -0.985 -0.226 0.737
*
```

## Properties
HOMO energy = -9.4 eV
structure (SMILES) = C1[C@H]2[C@H]3CN1C[C@@H]23
Kohn-Sham gap = 0.3841 Ha
ΔE to the lowest compared entry with this formula, charge and spin = 241.0 kJ/mol
total energy = -7855.6622 eV

---

Record 3
C20H27N3O2 in the gas phase. Source: OMol25; level of theory: the ωB97M-V functional and the def2-TZVPD basis.

ORCA input file:
```
! RIJCOSX wB97M-V def2-TZVPD def2/J DEFGRID3
* xyz 0 1
C -5.787 -0.184 -0.211
C -5.701 1.192 -0.292
C -4.478 1.835 -0.186
C -3.322 1.088 0.004
C -3.410 -0.302 0.085
C -4.633 -0.929 -0.021
H -4.687 -2.006 0.044
H -2.503 -0.865 0.233
O -2.065 1.606 0.127
C -1.900 3.004 0.013
C -0.442 3.271 0.123
N 0.134 3.710 1.206
O 1.461 3.754 0.906
C 1.588 3.331 -0.360
N 0.437 3.030 -0.888
C 2.933 3.049 -0.932
N 3.317 1.681 -0.645
C 2.406 0.653 -1.146
H 1.632 1.083 -1.782
C 1.821 -0.035 0.093
C 1.180 -1.402 -0.168
C 0.359 -1.856 1.043
C -0.396 -3.144 0.730
C 0.574 -4.247 0.319
C 1.412 -3.797 -0.873
C 2.166 -2.511 -0.541
H 2.772 -2.212 -1.397
H 2.836 -2.706 0.299
H 2.122 -4.581 -1.145
H 0.759 -3.624 -1.731
H 0.022 -5.155 0.066
H 1.234 -4.479 1.158
H -0.972 -3.458 1.603
H -1.099 -2.963 -0.088
H -0.345 -1.070 1.325
H 1.027 -2.025 1.890
H 0.489 -1.265 -1.010
H 1.032 0.613 0.496
C 3.018 0.018 1.045
H 2.740 -0.102 2.090
H 3.745 -0.747 0.777
C 3.599 1.404 0.766
H 3.134 2.149 1.424
H 4.681 1.443 0.926
H 2.995 -0.056 -1.737
H 3.675 3.721 -0.498
H 2.899 3.182 -2.015
H -2.256 3.357 -0.964
H -2.422 3.530 0.822
H -4.442 2.912 -0.250
H -6.594 1.783 -0.440
H -6.745 -0.675 -0.295
*
```

## Properties
HOMO energy = -8.5 eV
structure (SMILES) = c1ccc(OCc2noc(CN3CC[C@H](C4CCCCC4)C3)n2)cc1
Kohn-Sham gap = 0.3459 Ha
ΔE to the lowest compared entry with this formula, charge and spin = 259.7 kJ/mol
total energy = -29742.6318 eV

---

Record 4
A 2-piece molecular cluster, CH5N3O3S overall. Source: OMol25; level of theory: the ωB97M-V functional and the def2-TZVPD basis.

ORCA input file:
```
! RIJCOSX wB97M-V def2-TZVPD def2/J DEFGRID3
* xyz 0 1
C -2.049 -0.270 0.070
N -1.023 0.086 -0.599
N -3.273 -0.583 -0.415
N 3.263 1.044 0.902
O 0.084 0.504 0.171
O 3.314 0.212 -1.465
O 2.783 -1.384 0.340
S 2.884 -0.042 -0.126
H -2.094 -0.181 1.157
H -3.822 -1.389 -0.014
H -3.238 -0.794 -1.473
H 3.523 1.949 0.405
H -0.355 0.846 1.046
*
```

## Properties
HOMO energy = -9.4 eV
structure (SMILES) = N=S(=O)=O.N/C=N/O
Kohn-Sham gap = 0.3082 Ha
ΔE to the lowest compared entry with this formula, charge and spin = 327.0 kJ/mol
total energy = -22561.7686 eV

---

Record 5
C4H8N2O in the gas phase. Source: OMol25; level of theory: the ωB97M-V functional and the def2-TZVPD basis.

ORCA input file:
```
! RIJCOSX wB97M-V def2-TZVPD def2/J DEFGRID3
* xyz 0 1
C -0.377 0.947 -0.538
C -0.470 -0.508 -0.154
C -1.613 -1.185 -0.189
C 2.016 -0.683 0.132
H 0.188 2.684 0.356
H -0.887 1.760 1.220
H -1.328 1.275 -1.064
H 0.425 1.082 -1.240
H -2.499 -0.706 -0.573
H -1.723 -2.251 0.066
H 0.572 -1.997 0.804
H 2.657 -1.363 0.712
N -0.072 1.721 0.641
N 0.742 -1.018 0.402
O 2.370 0.246 -0.575
*
```

## Properties
HOMO energy = -9.1 eV
structure (SMILES) = C=C(CN)NC=O
Kohn-Sham gap = 0.3654 Ha
ΔE to the lowest compared entry with this formula, charge and spin = 161.8 kJ/mol
total energy = -9304.7166 eV

---

Record 6
C3H8N2O in the gas phase. Source: OMol25; level of theory: the ωB97M-V functional and the def2-TZVPD basis.

ORCA input file:
```
! RIJCOSX wB97M-V def2-TZVPD def2/J DEFGRID3
* xyz 0 1
C 0.234 -0.318 1.734
C -0.497 -0.960 0.574
C 0.274 1.153 -2.138
H 0.235 1.459 0.994
H 1.318 -0.478 1.628
H -0.064 -0.821 2.634
H -0.453 -2.036 0.696
H -1.565 -0.708 0.588
H -0.405 -1.130 -1.528
H 0.548 2.196 -2.271
H 0.050 0.540 -3.056
N 0.114 -0.649 -0.748
N 0.331 0.697 -0.935
O -0.120 1.054 1.829
*
```

## Properties
HOMO energy = -9.0 eV
structure (SMILES) = C=NNCCO
Kohn-Sham gap = 0.3704 Ha
ΔE to the lowest compared entry with this formula, charge and spin = 256.7 kJ/mol
total energy = -8266.6657 eV